1.
{
  "formula": "C15H29INO2P2Sc",
  "method": "ωB97M-V/def2-TZVPD",
  "symbols": ["I", "Sc", "P", "P", "O", "O", "N", "C", "C", "C", "C", "C", "C", "C", "C", "C", "C", "C", "C", "C", "C", "C", "H", "H", "H", "H", "H", "H", "H", "H", "H", "H", "H", "H", "H", "H", "H", "H", "H", "H", "H", "H", "H", "H", "H", "H", "H", "H", "H", "H", "H"],
  "coordinates": [[-0.515, -2.923, -0.412], [0.622, 1.561, -0.434], [-2.659, -0.844, -2.028], [2.811, -0.020, -0.209], [-0.057, -0.073, -1.464], [-1.168, 1.478, 0.517], [0.668, 1.737, 1.724], [4.228, 1.132, -0.148], [-3.343, -1.433, -3.573], [-2.760, 0.461, 2.771], [2.638, 2.537, 2.871], [-1.344, 0.946, 2.879], [3.542, -1.359, 0.793], [-0.644, 1.015, 4.070], [-0.791, -1.203, -1.853], [-0.657, 1.371, 1.718], [1.299, 1.884, 2.921], [-0.311, -1.742, -3.187], [-3.145, 0.896, -1.919], [3.042, -0.787, -1.839], [-3.583, -1.722, -0.747], [0.679, 1.495, 4.088], [-2.853, -0.626, 2.935], [2.749, 3.149, 3.773], [2.796, -1.851, -1.781], [1.245, 1.635, 5.015], [-3.601, -1.112, 0.166], [2.918, -2.254, 0.715], [-3.054, -2.462, -3.797], [5.041, 0.645, -0.695], [3.625, -1.060, 1.843], [2.403, -0.325, -2.595], [-4.214, 0.948, -1.654], [-3.183, 0.684, 1.777], [-4.435, -1.405, -3.501], [-3.081, -2.682, -0.536], [4.011, 2.103, -0.610], [-3.047, -0.794, -4.408], [-4.610, -1.922, -1.103], [3.457, 1.807, 2.865], [0.768, -1.897, -3.117], [-2.569, 1.445, -1.157], [4.092, -0.657, -2.106], [-1.135, 0.724, 5.008], [4.528, 1.290, 0.894], [4.546, -1.575, 0.400], [-3.379, 0.972, 3.525], [-0.496, -1.028, -4.013], [-0.768, -2.706, -3.470], [-3.018, 1.366, -2.906], [2.708, 3.178, 1.992]],
  "gap_ha": 0.254,
  "lumo_energy_ev": -7.29,
  "total_charge": 2,
  "energy_ev": -68978.1148,
  "largest_force_ev_per_a": 3.348
}



2.
{
  "formula": "C15H29N3O3S",
  "method": "ωB97M-V/def2-TZVPD",
  "symbols": ["S", "O", "O", "O", "N", "N", "N", "C", "C", "C", "C", "C", "C", "C", "C", "C", "C", "C", "C", "C", "C", "C", "H", "H", "H", "H", "H", "H", "H", "H", "H", "H", "H", "H", "H", "H", "H", "H", "H", "H", "H", "H", "H", "H", "H", "H", "H", "H", "H", "H", "H"],
  "coordinates": [[4.086, -1.520, -0.498], [4.841, -0.403, 0.005], [-0.320, -0.317, 2.277], [3.876, -1.586, -1.917], [-1.365, 0.749, 0.596], [-3.411, 2.456, -0.241], [2.598, -1.660, 0.267], [1.207, 0.080, -0.771], [-5.691, 2.766, -0.973], [1.438, -1.416, -0.562], [4.080, -4.263, -0.212], [-3.674, 3.886, -0.249], [-2.709, 0.522, 1.071], [1.040, 0.781, 0.585], [2.516, -1.022, 1.565], [2.257, 0.482, 1.465], [-3.478, 1.845, 1.080], [-5.206, 4.051, -0.285], [-0.263, 0.343, 1.259], [4.913, -3.032, 0.086], [4.143, -4.653, -1.684], [-4.404, 1.934, -1.171], [3.139, 0.957, 1.032], [3.861, -3.807, -2.304], [-3.236, 4.293, -1.165], [5.152, -4.958, -1.954], [1.705, -1.498, 2.123], [0.574, -1.874, -0.071], [-2.641, 0.103, 2.077], [5.881, -3.056, -0.408], [3.469, -5.482, -1.886], [-5.600, 4.123, 0.729], [-6.404, 2.231, -0.347], [1.619, -1.908, -1.518], [-5.497, 4.948, -0.827], [2.083, 0.488, -1.280], [2.094, 0.878, 2.468], [-2.994, 2.520, 1.790], [-4.565, 0.869, -1.016], [0.975, 1.863, 0.422], [-3.208, -0.205, 0.420], [-6.172, 2.970, -1.928], [-3.211, 4.378, 0.605], [0.332, 0.233, -1.404], [5.052, -2.873, 1.151], [3.462, -1.199, 2.077], [-4.016, 2.080, -2.183], [3.048, -4.049, 0.072], [-4.508, 1.666, 1.422], [4.434, -5.095, 0.403], [-1.304, 1.378, -0.190]],
  "gap_ha": 0.359,
  "lumo_energy_ev": 0.72,
  "energy_ev": -37474.0647,
  "largest_force_ev_per_a": 1.117,
  "smiles": "CCCS(=O)(=O)N1CCC(C(=O)NCCN2CCCC2)CC1"
}



3.
{
  "formula": "C15H29NO4",
  "method": "ωB97M-V/def2-TZVPD",
  "symbols": ["O", "O", "O", "O", "N", "C", "C", "C", "C", "C", "C", "C", "C", "C", "C", "C", "C", "C", "C", "C", "H", "H", "H", "H", "H", "H", "H", "H", "H", "H", "H", "H", "H", "H", "H", "H", "H", "H", "H", "H", "H", "H", "H", "H", "H", "H", "H", "H", "H"],
  "coordinates": [[2.103, -2.749, 3.393], [3.653, -1.902, 1.817], [-0.365, 2.946, -1.852], [2.666, -4.165, 1.680], [-1.788, 4.048, -0.519], [-0.917, -0.989, 1.129], [2.782, -2.914, 2.343], [0.222, -0.439, -1.123], [-2.783, -2.482, -0.053], [-0.637, 3.972, -1.244], [-2.334, -1.276, 0.929], [1.801, -0.441, -1.389], [1.996, -1.026, -2.899], [-0.231, 0.213, 0.272], [2.617, -1.471, -0.436], [-2.283, 5.161, 0.261], [1.301, -4.377, 1.202], [-3.499, -0.450, 1.688], [2.775, -0.970, 1.074], [0.263, 5.177, -1.262], [-1.041, 1.014, 0.172], [0.620, -4.824, 2.003], [-0.253, -1.597, 1.854], [1.420, -2.032, -2.895], [-1.613, 6.017, 0.230], [1.395, -5.033, 0.264], [-3.920, -1.173, 2.476], [1.511, -0.370, -3.693], [0.601, 5.408, -0.250], [-2.519, -3.472, 0.482], [-3.063, 0.488, 2.179], [-3.905, -2.500, -0.249], [1.137, 4.967, -1.879], [2.109, -2.484, -0.560], [-0.131, -1.535, -1.164], [-4.364, -0.152, 1.003], [-2.217, -2.448, -1.047], [0.793, -3.391, 0.874], [0.634, 0.713, 0.855], [3.084, -1.302, -3.125], [-2.400, 4.830, 1.296], [-2.340, 3.202, -0.554], [3.214, 0.094, 1.039], [2.285, 0.595, -1.323], [3.681, -1.550, -0.871], [-0.339, 0.105, -1.974], [-3.260, 5.450, -0.134], [-0.264, 6.033, -1.690], [1.806, -0.918, 1.670]],
  "gap_ha": 0.253,
  "lumo_energy_ev": 0.01,
  "energy_ev": -25698.9053,
  "largest_force_ev_per_a": 5.118,
  "smiles": "COC(=O)OCC[C@@H](C)CCC=C(C)C.CNC(C)=O"
}